{"formula": "C28H29N5OPdSi", "method": "ωB97M-V/def2-TZVPD", "e_above_lowest_kcal_mol": 0.0, "gap_ev": 7.17, "symbols": ["C", "H", "H", "C", "C", "H", "C", "H", "H", "C", "C", "H", "O", "C", "C", "C", "C", "Si", "H", "H", "C", "H", "H", "C", "H", "C", "N", "C", "H", "H", "C", "C", "H", "H", "C", "N", "H", "C", "C", "N", "H", "H", "H", "C", "H", "C", "C", "H", "H", "H", "H", "H", "C", "H", "C", "C", "C", "H", "C", "H", "Pd", "H", "N", "C", "N"], "coordinates": [[0.315968, -3.361380, 1.046420], [3.191319, -2.029259, -0.508012], [-3.584346, 2.349405, 0.050513], [0.008231, -3.922354, -1.919060], [-2.047638, 0.163082, 1.232446], [-1.059233, -6.041835, 2.636210], [-2.276726, -1.853117, 0.127705], [-3.981209, -3.063944, 0.496022], [-4.091546, 2.931827, -1.532528], [-0.354386, -4.271689, 3.620953], [2.641044, -2.904049, -0.849139], [2.615610, 4.903971, -0.126275], [-3.639310, 0.912162, -1.355164], [-0.602722, -5.067250, 2.512790], [2.702106, -0.633710, -4.204986], [2.176528, 1.269373, -2.275623], [-3.243545, -0.105173, 1.923626], [0.760558, -2.701095, -0.673659], [0.429834, -2.395706, 4.311328], [1.415828, -1.825705, -3.011572], [-3.954981, -1.250864, 1.687018], [-4.107432, 0.695120, -2.167035], [0.201155, -3.615792, -2.948877], [-0.268542, -4.613573, 1.242292], [-5.746914, 1.125216, 0.306297], [-5.648723, 1.936740, -0.414929], [2.030901, 2.316893, -1.398643], [3.043367, 1.551831, -3.352374], [0.200512, 6.005130, 3.255913], [2.862141, -1.417262, -4.931193], [-0.334946, 4.145640, 2.331271], [-0.572721, 1.982752, 0.873655], [-3.569069, 0.640096, 2.634435], [3.478061, 2.539833, -3.372937], [-3.466999, -2.146098, 0.741290], [-1.488769, 1.384098, 1.552648], [-0.616834, -4.620076, 4.611972], [0.233213, -3.024309, 3.451563], [1.093893, 2.422903, -0.518363], [0.067873, 1.575394, -0.256391], [-4.876881, -1.447763, 2.219337], [-1.146297, 3.914884, 3.008673], [-0.478126, -5.251510, 0.390369], [0.424090, 5.304967, 2.461266], [-6.271498, 1.702897, -1.281895], [1.034500, 3.563974, 0.430680], [-4.196890, 2.107595, -0.818516], [-1.071990, -4.046130, -1.820548], [0.997096, -1.592696, 2.062755], [2.045932, 6.489868, 1.718663], [2.930720, -3.095921, -1.884925], [2.964195, -3.758574, -0.250650], [1.892792, -0.866786, -3.125133], [-1.870218, -2.532955, -0.602522], [1.798451, 4.706044, 0.554355], [0.559903, -2.579814, 2.179598], [1.473637, 5.580565, 1.587154], [-6.033435, 2.853606, 0.035591], [3.303096, 0.618846, -4.317699], [3.962235, 0.849486, -5.144490], [0.162165, -0.442428, -0.758607], [0.464882, -4.908152, -1.788630], [1.622617, 0.038294, -2.157841], [-0.008816, 3.289765, 1.299618], [-1.544512, -0.746088, 0.368494]], "forces_ev_per_a": [[-0.024, 0.014, -0.023], [0.018, 0.083, 0.057], [0.005, -0.009, 0.011], [0.048, -0.011, 0.018], [-0.005, 0.014, -0.013], [-0.001, 0.000, 0.000], [0.008, -0.019, 0.006], [-0.001, 0.002, -0.003], [0.005, 0.001, 0.001], [0.007, 0.000, -0.007], [-0.062, -0.124, -0.038], [-0.001, 0.000, 0.000], [0.004, 0.011, 0.020], [0.001, 0.003, 0.005], [0.005, 0.001, -0.010], [0.109, -0.048, 0.025], [0.000, 0.018, -0.008], [0.023, 0.033, 0.007], [-0.001, 0.000, 0.001], [-0.021, 0.038, -0.041], [-0.024, 0.013, -0.004], [-0.002, -0.004, -0.002], [0.002, 0.013, -0.025], [-0.005, -0.004, -0.003], [0.001, -0.011, 0.011], [0.007, 0.005, -0.006], [-0.058, 0.050, 0.010], [-0.038, 0.016, -0.017], [-0.001, 0.000, -0.001], [-0.001, 0.001, -0.002], [-0.001, -0.009, 0.004], [-0.044, -0.043, 0.014], [0.002, -0.002, 0.000], [-0.002, 0.001, -0.002], [0.015, -0.006, -0.001], [0.028, 0.025, -0.021], [0.000, 0.000, 0.001], [-0.001, -0.005, 0.007], [0.024, -0.024, -0.017], [-0.031, 0.079, 0.021], [0.005, 0.001, 0.000], [0.000, 0.000, 0.000], [0.003, 0.004, 0.006], [0.001, 0.002, -0.001], [0.001, 0.000, 0.001], [-0.013, -0.007, 0.012], [0.012, -0.002, -0.008], [0.007, -0.001, 0.008], [0.005, 0.007, -0.002], [0.000, 0.000, 0.000], [0.032, -0.006, 0.050], [0.002, -0.029, -0.007], [-0.046, 0.010, -0.053], [0.002, 0.007, 0.011], [0.003, -0.005, -0.002], [-0.008, 0.010, 0.001], [-0.001, 0.002, 0.001], [0.001, -0.003, -0.001], [0.007, -0.011, 0.005], [-0.002, 0.000, 0.000], [0.031, -0.063, -0.005], [-0.005, 0.001, 0.000], [-0.035, -0.020, 0.007], [0.010, -0.002, 0.000], [0.002, 0.001, 0.002]], "mulliken_charge": [0.609, 0.325, 0.139, -1.594, -0.185, 0.385, -0.654, 0.493, 0.367, -0.478, -1.372, 0.536, -0.410, -0.588, -0.918, 0.188, -0.202, 1.158, 0.392, 0.294, -0.707, 0.239, 0.445, -0.210, 0.240, -1.115, -0.572, -0.398, 0.413, 0.464, -0.226, -0.084, 0.543, 0.505, -0.659, -0.527, 0.392, -0.646, 0.199, -0.628, 0.449, 0.549, 0.270, -0.618, 0.340, 0.039, -0.120, 0.467, 0.297, 0.388, 0.434, 0.425, -0.236, 0.414, -0.056, -0.729, -0.635, 0.346, -0.490, 0.384, 0.275, 0.397, 0.190, 0.402, 0.667]}

{"formula": "H26O13", "method": "ωB97M-V/def2-TZVPD", "e_above_lowest_kcal_mol": 45.8, "gap_ev": 10.98, "symbols": ["O", "H", "O", "O", "H", "O", "H", "H", "O", "H", "H", "H", "H", "H", "O", "O", "H", "O", "H", "H", "H", "O", "H", "H", "H", "H", "O", "H", "H", "H", "O", "H", "H", "H", "O", "H", "H", "H", "O"], "coordinates": [[3.293019, -0.487346, 0.109344], [-2.383135, 2.810572, -0.689734], [-2.509582, -0.183149, 1.192165], [-0.770888, -1.554508, -2.431482], [0.006143, 0.677021, -0.151786], [-3.340015, -2.603643, -1.142745], [-3.913347, -1.833824, -1.034647], [-0.682323, 2.615595, 1.531207], [2.057893, 2.521807, -1.692202], [1.624868, -3.006872, 2.095883], [2.932091, -0.114315, -0.704148], [-2.977515, -2.695394, -0.252325], [-0.532174, -2.056065, -3.214362], [-2.040513, 0.106619, 1.985899], [-0.639571, 1.995506, 2.266613], [-3.184119, 2.281224, -0.582600], [-0.839353, -3.756748, 0.537145], [0.628086, 0.453567, -0.856365], [-0.670285, 4.092205, -0.618935], [2.455670, 1.331839, 1.818157], [0.300151, -1.014406, 1.581306], [0.875279, -0.557812, 2.210294], [-1.725934, -1.493103, -2.318435], [2.762503, 3.034572, -1.276559], [2.192974, -3.641863, 0.790632], [0.491788, 3.031248, -0.677724], [-0.476878, 3.157473, -0.756708], [3.171476, 1.848949, 0.677467], [0.127479, 0.514805, -1.678983], [1.693246, -1.045888, 2.103710], [-0.882924, -3.991392, -0.389232], [3.348782, -1.423214, -0.114384], [-2.420905, 0.600777, 0.625544], [-0.634135, -3.270445, -0.981430], [1.685979, -2.900014, 1.140338], [-0.238243, 1.171159, 1.966914], [-3.222660, 1.549941, -1.197028], [1.993281, 1.715647, -1.125179], [2.443793, 2.119476, 1.254375]], "forces_ev_per_a": [[0.329, -0.072, -0.340], [0.154, -0.684, -0.457], [0.541, 0.030, -0.217], [0.616, 0.362, 0.400], [0.148, 0.008, -0.175], [-0.200, 0.644, 0.091], [-0.145, -0.136, -0.091], [0.186, -0.259, -0.227], [0.601, -0.355, 0.681], [0.108, -0.410, -0.059], [-0.257, 0.008, 0.164], [0.241, -0.247, -0.160], [-0.546, -0.006, -0.125], [-0.290, 0.012, 0.124], [-0.447, -0.075, 0.342], [-0.539, 0.141, 0.819], [0.388, 0.558, -0.128], [0.015, -0.138, 0.159], [0.401, -0.008, -0.060], [-0.634, 0.204, 0.220], [0.037, 0.049, -0.050], [-0.616, 0.014, 0.169], [-0.132, -0.641, -0.259], [-0.029, 0.102, -0.224], [-0.190, -0.085, 0.232], [-0.305, 0.184, -0.424], [-0.221, 0.185, 0.472], [0.047, 0.349, -0.043], [-0.088, -0.209, 0.054], [0.396, 0.265, -0.301], [-0.284, -0.874, -0.397], [-0.015, 0.002, 0.279], [-0.412, 0.043, 0.150], [-0.011, 0.391, 0.564], [0.111, -0.025, -0.083], [0.512, 0.349, 0.017], [0.380, 0.204, -0.463], [-0.451, 0.627, -0.542], [0.601, -0.509, -0.114]], "mulliken_charge": [-0.565, 0.384, -0.571, -0.529, 0.135, -0.613, 0.317, 0.405, -0.656, 0.309, 0.278, 0.309, 0.255, 0.323, -0.621, -0.664, 0.294, -0.327, 0.307, 0.296, 0.313, -0.635, 0.306, 0.334, 0.258, 0.334, -0.616, 0.295, 0.261, 0.352, -0.617, 0.263, 0.335, 0.332, -0.608, 0.123, 0.299, 0.186, -0.580]}

{"formula": "C33H37IN4PdSSi", "method": "ωB97M-V/def2-TZVPD", "e_above_lowest_kcal_mol": 0.0, "gap_ev": 7.83, "symbols": ["C", "H", "C", "C", "C", "C", "H", "H", "N", "H", "H", "Si", "H", "H", "H", "C", "C", "Pd", "H", "H", "C", "C", "H", "H", "C", "H", "H", "H", "H", "C", "H", "C", "H", "C", "C", "H", "N", "C", "C", "N", "S", "H", "H", "C", "H", "C", "C", "C", "N", "H", "C", "H", "H", "H", "C", "C", "H", "C", "H", "H", "H", "C", "H", "C", "C", "H", "C", "H", "C", "H", "H", "C", "C", "H", "C", "H", "C", "I"], "coordinates": [[1.527680, 1.537942, -3.930720], [2.261602, 0.524568, 3.258882], [-0.757517, 1.583203, 3.427234], [-4.638998, 0.177085, 0.630357], [-4.796679, -1.564509, 2.259462], [-0.425182, 3.890683, 2.936838], [-1.373987, 0.224599, 4.833879], [4.084793, 2.996418, 0.269539], [-0.481841, 1.796848, 2.177074], [-1.378078, 5.635185, 1.057080], [-0.241792, 0.879433, -2.878350], [3.067076, 0.198181, 0.413736], [5.449927, 0.393791, 2.234529], [-5.370030, -2.170160, 2.951352], [4.429493, -1.826218, -1.290271], [0.631482, 3.368630, -2.448840], [2.719946, 1.458774, 2.952462], [0.003282, 0.006817, 0.188826], [6.587522, -2.975613, -1.190211], [-3.478959, -3.515006, 3.478324], [1.559669, 3.046917, -3.614602], [2.734765, 0.806987, -1.325963], [7.602071, -0.783447, 2.341928], [-2.353446, 5.864047, 2.508635], [5.119579, -1.577305, -0.489899], [0.312836, -2.720007, 1.724055], [-6.453501, -0.362841, 1.671703], [-1.217725, 7.120548, 2.006573], [-0.990514, -0.422303, 3.279709], [3.135575, 1.624418, 1.630026], [4.333645, 4.801789, 1.910546], [1.682019, -0.966967, 0.754912], [2.970912, -0.027799, -1.993381], [-1.535456, -3.232109, 2.637163], [-5.398305, -0.570644, 1.552229], [3.368823, 1.639102, -1.653619], [1.288424, 1.134786, -1.467651], [6.337951, -2.237682, -0.437943], [4.766533, -0.617306, 0.464150], [-0.923587, 0.337756, 3.945564], [-0.836657, 3.020896, 4.384972], [2.580511, 2.309982, 4.916128], [1.741918, -1.854537, 0.115121], [3.877100, 3.865424, 2.207160], [1.290032, 3.630849, -4.495376], [3.725562, 2.841460, 1.282464], [3.462623, 3.676116, 3.518009], [7.235101, -1.953953, 0.583110], [-0.292787, 3.132975, 1.909736], [0.652937, 4.433962, -2.211023], [-1.372026, 6.042969, 2.067296], [1.969820, 3.020644, -0.812006], [1.679264, -1.297923, 1.793261], [2.542009, 1.162480, -4.075843], [-2.601393, -1.071083, 1.232382], [-0.723004, -2.429800, 1.805698], [1.014394, -0.319443, -2.933477], [0.836871, 0.750571, -2.817959], [0.304031, 2.719054, -0.412052], [-0.404517, 3.138868, -2.719645], [2.575154, 3.348345, -3.341869], [6.906435, -1.008957, 1.543175], [3.594096, 4.464785, 4.249051], [-3.305896, -0.078593, 0.492053], [-2.847631, -2.929016, 2.821240], [-1.095504, -4.080927, 3.147687], [-0.271373, 5.381333, 2.893944], [0.709497, 5.597045, 2.465599], [-1.174794, -1.315427, 1.123190], [8.186387, -2.469052, 0.629238], [-5.117428, 0.938822, 0.029967], [1.043144, 2.594637, -1.200859], [-3.415854, -1.848731, 2.106579], [-0.266523, 5.775357, 3.911655], [5.685898, -0.348650, 1.480035], [0.993028, 1.344280, -4.863117], [2.892707, 2.467040, 3.891349], [-2.282821, 0.985972, -0.961049]], "forces_ev_per_a": [[0.021, -0.003, -0.004], [-0.028, 0.007, 0.000], [-0.131, -0.342, -0.112], [-0.012, -0.023, 0.025], [0.024, -0.018, 0.008], [0.017, 0.152, -0.095], [-0.069, -0.008, -0.025], [0.001, 0.004, 0.007], [-0.017, 0.528, 0.015], [0.000, 0.002, -0.001], [-0.014, 0.049, -0.020], [0.133, -0.026, 0.231], [-0.011, -0.011, -0.003], [0.009, -0.008, 0.000], [-0.014, 0.003, 0.009], [-0.010, 0.005, 0.003], [0.002, 0.007, -0.005], [0.070, -0.109, -1.490], [-0.002, 0.000, 0.000], [-0.001, 0.007, 0.004], [-0.004, -0.007, 0.009], [0.029, 0.053, -0.127], [-0.002, 0.002, 0.001], [0.003, -0.010, 0.003], [-0.009, -0.018, -0.006], [0.029, 0.009, 0.029], [0.003, 0.004, -0.003], [0.007, 0.000, 0.006], [-0.010, 0.018, 0.007], [0.036, 0.041, 0.042], [-0.004, 0.002, -0.001], [0.019, -0.171, 0.080], [-0.036, -0.026, 0.024], [0.039, -0.017, -0.010], [-0.022, 0.048, -0.032], [-0.011, -0.015, -0.040], [-0.003, 0.195, 0.475], [0.003, 0.009, 0.006], [0.015, -0.031, -0.034], [0.166, 0.008, 0.069], [0.074, 0.065, 0.129], [-0.027, 0.001, 0.014], [0.109, -0.048, 0.069], [0.014, -0.019, -0.002], [0.003, 0.004, 0.000], [-0.013, 0.007, 0.000], [0.002, 0.019, 0.003], [0.005, -0.004, -0.003], [0.020, -0.181, 0.103], [0.003, 0.001, -0.006], [-0.009, 0.016, -0.015], [-0.018, 0.000, -0.001], [-0.010, 0.015, 0.033], [-0.008, -0.001, -0.017], [0.011, 0.038, -0.026], [-0.018, 0.025, -0.098], [-0.032, -0.004, 0.029], [-0.030, -0.092, -0.016], [-0.013, -0.039, 0.008], [0.004, 0.007, 0.001], [-0.002, 0.002, 0.002], [-0.005, -0.002, -0.015], [-0.007, -0.006, -0.002], [-0.075, -0.132, 0.213], [-0.029, 0.015, -0.012], [0.018, 0.009, -0.012], [-0.002, -0.039, 0.026], [-0.005, 0.005, -0.013], [-0.276, -0.201, 0.557], [-0.001, 0.001, -0.001], [0.008, 0.005, -0.005], [0.050, 0.036, -0.085], [-0.042, -0.032, 0.030], [-0.002, 0.007, -0.007], [0.027, 0.044, -0.003], [-0.011, 0.009, 0.006], [-0.080, 0.004, 0.005], [0.148, 0.152, 0.067]], "mulliken_charge": [-0.537, 0.135, 0.188, -0.751, -0.898, 0.284, 0.234, 0.382, 0.664, 0.262, 0.228, -0.792, 0.310, 0.358, 0.260, -0.658, -0.360, -0.624, 0.389, 0.356, -0.803, -0.923, 0.393, 0.317, -0.566, 0.419, 0.382, 0.387, 0.093, 1.513, 0.406, -1.396, 0.715, -1.059, -0.590, 0.283, 0.911, -0.713, 0.695, -0.352, -0.279, 0.441, 0.816, -0.783, 0.452, -0.210, -0.640, -0.458, -0.777, 0.540, -1.133, 0.019, 0.619, 0.194, 1.537, 0.233, 0.379, -1.088, -0.278, 0.206, 0.293, -0.751, 0.399, 0.449, -0.876, 0.400, -0.406, 0.166, -0.844, 0.377, 0.375, -0.002, 0.819, 0.388, -0.157, 0.480, -0.586, 0.145]}